No. 1
C5H5NO as an isolated structure. Source: OMol25; level of theory: ωB97M-V/def2-TZVPD.

Element x y z (Å)
O 1.59 1.93 0.51
C 0.83 0.98 0.39
C 1.37 -0.39 0.33
C 1.88 -1.48 0.34
C -0.61 1.14 0.39
C -1.08 -0.22 -1.05
N -1.49 0.07 0.20
H 2.34 -2.45 0.35
H -1.00 2.11 0.69
H -0.74 -1.22 -1.32
H -1.25 0.51 -1.83
H -1.79 -0.61 0.89

Properties
2S+1: 1
DFT total energy (eV): -8798.5024
Kohn-Sham gap (alpha / beta) (eV): 8.46 / 8.46
Total charge: 0

No. 2
One molecule with the formula C5H5NO. Source: OMol25; level of theory: ωB97M-V/def2-TZVPD.

Element x y z (Å)
O -1.56 -0.67 1.70
C -1.01 -0.06 0.81
C -0.81 1.38 0.74
C -0.35 2.44 0.37
C -0.40 -0.65 -0.44
C 1.07 -0.60 -0.57
N 0.36 -1.88 -0.52
H 0.06 3.37 0.05
H -1.00 -0.42 -1.32
H 1.65 -0.29 0.31
H 1.51 -0.31 -1.52
H 0.47 -2.31 0.40

Properties
2S+1: 1
DFT total energy (eV): -8799.9137
Kohn-Sham gap (eV): 9.97
SMILES: C#CC(=O)[C@H]1CN1
Total charge: 0

No. 3
One molecule with the formula C5H5NO in a non-equilibrium geometry. Source: OMol25; level of theory: ωB97M-V/def2-TZVPD.

Element x y z (Å)
O 0.56 -1.63 1.78
C 0.38 -0.44 -0.85
C -0.68 0.67 -0.87
C -0.42 -0.13 0.34
C -0.39 -0.68 1.54
C -0.15 2.02 -0.95
N 0.32 3.07 -1.05
H 1.36 -1.39 1.29
H 1.42 -0.14 -0.90
H 0.13 -1.36 -1.36
H -1.57 0.49 -1.46
H -1.03 -0.53 2.41

Properties
2S+1: 1
DFT total energy (eV): -8800.8562
Kohn-Sham gap (eV): 10.26
SMILES: N#C[C@H]1C/C1=C\O
Total charge: 0

No. 4
C5H5NO as an isolated structure in a non-equilibrium geometry. Source: OMol25; level of theory: ωB97M-V/def2-TZVPD.

Element x y z (Å)
O 1.71 1.58 0.40
C -0.50 0.55 1.17
C 0.02 -0.69 0.43
C -0.73 -0.78 -0.88
C 0.59 -0.09 -0.86
C 0.71 1.23 -0.18
N -0.52 1.62 0.47
H -0.83 0.56 2.20
H 0.48 -1.55 0.90
H -1.65 -0.19 -0.93
H -0.76 -1.75 -1.35
H 1.47 -0.50 -1.35

Properties
2S+1: 1
DFT total energy (eV): -8800.4291
Kohn-Sham gap (eV): 10.70
Total charge: 0

No. 5
One molecule with the formula C5H5NO in a non-equilibrium geometry. Source: OMol25; level of theory: ωB97M-V/def2-TZVPD.

Element x y z (Å)
C -1.31 0.14 1.68
C -1.78 -1.17 1.74
C -0.57 0.53 0.64
C 0.24 0.61 -0.33
C 1.84 0.48 -2.01
N 1.08 1.12 -1.06
O -1.86 -2.01 0.88
H -1.60 0.80 2.52
H -2.13 -1.47 2.84
H 2.17 -0.51 -1.69
H 1.21 0.39 -2.93
H 2.72 1.09 -2.28

Properties
Expectation value of S²: 2.033
2S+1: 3
DFT total energy (eV): -8798.0948
Kohn-Sham gap (alpha / beta) (eV): 7.90 / 6.63
Total charge: 0

No. 6
One molecule with the formula C5H5NO2 in a non-equilibrium geometry. Source: OMol25; level of theory: ωB97M-V/def2-TZVPD.

Element x y z (Å)
C -0.64 1.35 0.38
C -0.01 0.26 -0.14
C 0.84 0.04 -1.32
C 0.88 -1.78 -0.08
C 0.00 -1.06 0.60
H -0.49 2.72 -1.11
H -1.28 1.27 1.31
H 0.99 0.74 -2.20
H 0.92 -2.87 0.28
H -0.79 -0.60 2.18
N 1.20 -1.17 -1.34
O -0.79 2.60 -0.15
O -0.84 -1.52 1.58

Properties
2S+1: 1
DFT total energy (eV): -10847.9661
Kohn-Sham gap (eV): 8.72
SMILES: O/C=C1\C=NC=C1O
Total charge: 0

No. 7
One molecule with the formula C5H5NO2 in a non-equilibrium geometry. Source: OMol25; level of theory: ωB97M-V/def2-TZVPD.

Element x y z (Å)
C -0.76 -0.95 1.01
C 0.03 0.01 0.27
C 1.01 1.64 -0.74
C 0.84 0.39 -1.76
C 0.24 -0.62 -1.04
H -1.47 0.55 2.29
H -1.62 -1.35 0.31
H -0.18 -1.83 1.74
H 1.40 0.44 -2.75
H 0.18 -1.84 -1.04
N 0.64 1.10 0.71
O -1.62 -0.36 2.17
O 1.30 2.82 -1.16

Properties
2S+1: 1
DFT total energy (eV): -10846.3498
Kohn-Sham gap (eV): 8.94
SMILES: O=C1C=CC(CO)=N1
Total charge: 0

No. 8
One molecule with the formula C5H5NO2 in a non-equilibrium geometry. Source: OMol25; level of theory: ωB97M-V/def2-TZVPD.

Element x y z (Å)
C -0.04 0.03 -0.04
C 1.22 -0.56 -0.73
C 2.14 -1.18 0.02
C -1.31 -0.45 -0.69
C 0.04 1.54 -0.03
H -0.82 -1.00 1.45
H 1.30 -0.22 -1.76
H 3.10 -1.52 -0.48
H 1.82 -1.63 0.98
H -1.29 -0.39 -1.75
N 0.31 2.67 0.05
O -0.07 -0.39 1.31
O -2.24 -0.89 -0.07

Properties
2S+1: 1
DFT total energy (eV): -10848.7301
Kohn-Sham gap (eV): 10.66
SMILES: C=C[C@@](O)(C#N)C=O
Total charge: 0